Below is a molecular structure, C32H71AsBrMgN4O8SSi4, with properties calculated with ωB97M-V/def2-TZVPD.

Element x y z (Å)
Br (-0.176, 1.546, 1.568)
As (-0.057, -3.000, -2.459)
S (-0.950, 0.951, -2.772)
Si (0.887, -2.653, -4.606)
Si (-2.219, -3.777, -2.961)
Si (-0.941, 3.506, 2.336)
Si (1.066, -4.890, -1.617)
Mg (0.046, -0.696, -1.060)
O (-2.337, -4.579, 3.099)
O (-1.756, 0.032, -1.855)
O (-0.570, 2.131, -1.987)
O (-3.708, -3.060, 3.975)
O (-1.652, 1.239, -3.999)
O (0.527, -2.915, 2.834)
O (0.956, -2.353, 0.694)
O (0.298, 0.119, -2.982)
N (1.985, -0.174, -0.434)
N (-2.693, -0.994, 0.409)
N (-1.398, -1.284, 0.467)
N (4.029, 0.707, 0.212)
C (0.227, -2.544, 1.708)
C (0.277, 6.046, 2.900)
C (3.359, -0.159, 2.472)
C (0.637, 4.572, 2.655)
C (0.070, -5.620, -0.207)
C (-3.060, 5.258, 1.558)
C (-3.232, -2.341, -3.601)
C (-2.785, -3.472, 3.054)
C (-1.120, 2.007, 4.805)
C (-1.886, 3.031, 3.951)
C (-3.384, -1.684, 1.325)
C (-0.165, -1.565, -5.708)
C (2.694, 1.825, -1.539)
C (-3.230, 2.362, 3.629)
C (-2.090, 4.220, 0.971)
C (1.154, -4.249, -5.575)
C (2.897, 0.720, -0.547)
C (2.739, -4.292, -1.023)
C (4.989, 2.756, 1.239)
C (-2.470, -2.463, 2.020)
C (-2.898, 3.107, 0.284)
C (-3.006, -4.428, -1.375)
C (1.382, -6.302, -2.833)
C (1.433, 4.068, 3.866)
C (-1.223, -2.171, 1.424)
C (2.586, -1.921, -4.275)
C (-2.160, 4.266, 4.823)
C (-2.266, -5.142, -4.260)
C (-1.302, 4.910, -0.151)
C (5.056, 1.728, 0.118)
C (1.605, 4.507, 1.464)
C (4.215, -0.330, 1.222)
H (-2.737, -1.799, -4.401)
H (2.474, 5.132, 1.694)
H (1.956, 3.492, 1.297)
H (-3.257, -5.602, -4.224)
H (-0.769, -0.829, -5.195)
H (0.508, -1.009, -6.363)
H (2.216, -6.094, -3.502)
H (4.013, 3.235, 1.264)
H (-1.695, 1.821, 5.716)
H (-2.560, -4.007, -0.475)
H (-0.623, 4.226, -0.655)
H (-3.765, 4.833, 2.271)
H (-2.121, -4.744, -5.262)
H (-2.244, 2.459, -0.296)
H (1.192, 6.604, 3.127)
H (-2.919, -5.511, -1.301)
H (-4.069, -4.178, -1.371)
H (0.908, 4.211, 4.809)
H (-1.244, 4.693, 5.226)
H (0.528, -6.588, -3.438)
H (0.219, -4.706, -5.886)
H (2.546, -1.180, -3.483)
H (2.169, -0.884, 0.266)
H (4.025, -1.308, 0.769)
H (-2.692, 5.054, 4.293)
H (-3.419, -1.610, -2.818)
H (5.158, 2.293, 2.209)
H (1.693, 3.014, 3.772)
H (4.979, 2.222, -0.848)
H (-3.696, 2.051, 4.568)
H (3.599, 0.770, 2.988)
H (-0.742, -6.246, -0.573)
H (1.698, 1.735, -1.971)
H (3.437, 1.767, -2.337)
H (1.178, 4.860, 0.531)
H (2.368, 4.633, 3.929)
H (1.705, -3.978, -6.479)
H (2.602, -3.610, -0.186)
H (-0.177, 6.511, 2.027)
H (-4.184, -2.727, -3.976)
H (-2.018, 5.253, -0.903)
H (6.030, 1.225, 0.131)
H (-3.931, 3.017, 3.117)
H (-3.646, 5.686, 0.739)
H (2.789, 2.799, -1.058)
H (2.297, -0.147, 2.238)
H (-2.976, -0.395, -0.366)
H (3.280, -3.770, -1.812)
H (-0.350, -4.882, 0.464)
H (-0.401, 6.182, 3.741)
H (-0.759, 5.789, 0.197)
H (-3.478, 2.500, 0.976)
H (0.738, -6.252, 0.383)
H (1.658, -7.162, -2.216)
H (-1.004, 1.059, 4.284)
H (-2.543, 6.084, 2.049)
H (-1.529, -5.922, -4.098)
H (-0.806, -2.187, -6.337)
H (3.342, -5.143, -0.701)
H (2.965, -1.436, -5.176)
H (3.290, -2.708, -3.989)
H (5.748, 3.525, 1.098)
H (-2.779, 3.970, 5.675)
H (-0.133, 2.339, 5.107)
H (1.738, -5.001, -5.044)
H (5.275, -0.317, 1.490)
H (-4.456, -1.612, 1.392)
H (-3.089, 1.470, 3.020)
H (-3.597, 3.574, -0.415)
H (3.526, -0.993, 3.151)
H (-3.822, -2.106, 3.889)

Force components x, y, z for each atom (eV/Å):
Br 0.12 -0.02 0.03
As -0.05 -0.47 -0.44
S 0.15 0.08 0.16
Si 0.01 0.01 0.20
Si 0.04 0.09 0.07
Si -0.04 0.06 0.01
Si 0.00 0.08 0.04
Mg 0.19 -0.40 0.09
O -0.12 0.09 0.01
O -0.05 0.26 0.05
O -0.11 0.19 -0.10
O 0.03 -0.03 0.00
O -0.07 -0.12 -0.15
O 0.01 -0.12 0.24
O 0.20 0.12 -0.12
O -0.10 0.19 -0.04
N -0.35 -0.28 0.05
N -0.19 -0.01 -0.10
N 0.23 0.04 -0.28
N -0.03 -0.02 -0.05
C -0.20 0.01 0.00
C 0.02 -0.03 -0.01
C 0.00 0.02 -0.02
C -0.07 0.03 0.01
C 0.17 -0.11 -0.13
C 0.02 0.02 -0.01
C -0.04 -0.18 0.08
C 0.07 -0.05 0.03
C -0.03 0.03 -0.07
C 0.01 0.03 0.03
C 0.03 0.01 0.05
C 0.09 -0.17 -0.07
C 0.01 0.05 -0.04
C 0.01 0.03 -0.07
C -0.02 0.02 0.08
C 0.18 0.06 0.10
C 0.10 0.30 0.00
C -0.06 -0.09 -0.06
C 0.02 0.02 -0.03
C 0.00 0.02 -0.04
C 0.03 -0.05 0.08
C 0.02 0.03 -0.12
C 0.11 0.05 0.23
C -0.06 0.01 -0.01
C 0.01 0.03 0.19
C -0.06 -0.13 -0.08
C -0.02 -0.02 -0.02
C -0.11 0.11 0.13
C 0.00 0.06 0.05
C 0.07 -0.02 -0.09
C -0.08 0.01 0.00
C 0.06 -0.05 -0.02
H 0.10 0.05 -0.17
H 0.06 0.03 -0.01
H -0.03 -0.12 0.00
H -0.06 -0.05 -0.05
H -0.09 0.17 0.24
H 0.05 0.00 -0.11
H 0.05 -0.02 0.07
H 0.02 0.01 -0.02
H -0.05 -0.02 0.07
H 0.05 0.09 0.04
H 0.07 -0.11 -0.05
H -0.01 -0.02 0.02
H 0.03 0.08 -0.11
H 0.01 -0.05 -0.06
H 0.03 0.02 0.00
H 0.02 -0.09 0.01
H -0.07 -0.01 -0.02
H -0.08 0.00 0.06
H 0.11 0.03 0.03
H -0.17 0.00 -0.07
H -0.18 -0.07 -0.02
H -0.06 0.14 0.12
H 0.02 -0.14 0.05
H -0.01 0.02 0.03
H -0.04 0.04 -0.05
H 0.00 0.05 0.09
H 0.02 -0.05 0.08
H 0.00 -0.11 -0.02
H -0.01 -0.01 0.05
H -0.04 -0.02 0.08
H 0.02 0.05 0.03
H -0.06 -0.07 -0.07
H 0.09 0.03 0.03
H 0.01 0.00 -0.03
H -0.07 0.04 -0.05
H 0.06 0.04 0.01
H 0.04 -0.01 -0.13
H -0.04 0.03 0.07
H -0.03 0.02 -0.05
H -0.06 0.03 -0.01
H -0.03 0.00 -0.07
H -0.04 0.04 -0.01
H -0.01 0.03 -0.02
H -0.03 0.01 -0.03
H 0.00 0.07 0.02
H -0.04 -0.02 -0.02
H 0.06 0.04 0.04
H 0.03 0.02 -0.08
H -0.04 0.20 0.13
H -0.06 -0.02 0.08
H 0.03 0.01 -0.01
H -0.03 -0.02 0.07
H 0.01 -0.06 0.06
H 0.04 -0.10 -0.02
H 0.01 -0.06 -0.05
H 0.05 0.05 0.04
H 0.11 -0.11 0.08
H -0.04 0.00 -0.01
H 0.06 -0.05 0.03
H 0.05 0.01 -0.06
H 0.00 0.01 0.01
H 0.06 0.05 -0.01
H -0.03 -0.01 0.05
H 0.15 0.09 0.02
H -0.06 0.17 -0.09
H -0.06 -0.01 0.00
H -0.04 -0.02 0.01
H 0.02 -0.09 -0.08
H -0.05 0.03 -0.06
H 0.00 -0.06 0.06
H 0.00 -0.02 0.00

Results
Total charge ... -1
Lowest unoccupied orbital energy ... 2.226 eV
Energy relative to the best compared isomer or geometry (same formula, charge and spin) ... 1.806 eV
Gap between HOMO and LUMO ... 8.120 eV
HOMO ... -5.89 eV